[1]
ORCA calculation (wB97M-V/def2-TZVPD) on a 13-piece molecular cluster, C46H80O39 overall.

ORCA input file:
```
! RIJCOSX wB97M-V def2-TZVPD def2/J DEFGRID3
* xyz 0 1
C -0.644 -5.241 3.802
C 0.087 -5.757 5.018
O 1.030 -4.772 5.313
C 0.536 -3.604 4.872
O 0.969 -2.533 5.171
O -0.494 -3.816 4.045
H -1.693 -5.522 3.795
H -0.168 -5.478 2.850
H 0.543 -6.745 4.888
H -0.580 -6.035 5.844
C 5.798 -2.141 -4.202
C 5.191 -3.353 -4.908
O 3.881 -2.902 -5.271
C 3.671 -1.656 -4.873
O 2.655 -1.038 -5.003
O 4.812 -1.111 -4.388
H 6.673 -1.728 -4.707
H 5.997 -2.203 -3.136
H 5.133 -4.197 -4.226
H 5.732 -3.541 -5.832
C 4.155 3.071 0.483
C 3.228 4.293 0.855
O 2.446 3.783 1.939
C 2.679 2.483 2.123
O 2.244 1.830 3.012
O 3.517 2.017 1.166
H 5.162 3.317 0.814
H 4.038 2.965 -0.594
H 2.528 4.556 0.067
H 3.875 5.110 1.161
C -2.244 -2.350 1.409
C -3.214 -3.477 1.819
O -2.875 -4.487 0.888
C -2.323 -3.894 -0.199
O -2.164 -4.405 -1.273
O -1.962 -2.652 0.051
H -1.331 -2.539 1.984
H -2.483 -1.308 1.593
H -4.271 -3.199 1.885
H -3.028 -3.746 2.863
C 4.032 -4.279 5.573
C 5.160 -3.660 4.739
O 6.207 -3.459 5.732
C 5.947 -4.257 6.777
O 6.661 -4.391 7.721
O 4.719 -4.800 6.689
H 3.456 -5.022 5.030
H 3.355 -3.485 5.895
H 4.847 -2.664 4.433
H 5.532 -4.195 3.871
C 5.348 -1.062 -0.843
C 5.796 -0.414 0.486
O 5.615 -1.395 1.503
C 5.318 -2.586 0.885
O 5.210 -3.632 1.442
O 5.287 -2.439 -0.441
H 6.098 -0.953 -1.618
H 4.354 -0.742 -1.148
H 5.215 0.487 0.663
H 6.867 -0.205 0.487
C 5.193 6.965 -0.805
C 4.770 6.820 -2.263
O 3.695 5.892 -2.349
C 3.580 5.279 -3.548
O 4.246 5.519 -4.507
O 2.718 4.280 -3.419
C 2.621 3.339 -4.471
H 5.673 6.043 -0.477
H 4.319 7.247 -0.219
H 5.952 7.740 -0.708
H 5.638 6.405 -2.784
H 4.617 7.779 -2.757
H 3.451 2.637 -4.496
H 2.465 3.859 -5.420
H 1.687 2.784 -4.382
C -5.895 -0.333 3.425
C -6.223 -0.300 1.926
O -5.070 -0.534 1.114
C -4.857 0.289 0.107
O -5.461 1.266 -0.227
O -3.742 -0.185 -0.500
C -3.230 0.397 -1.677
H -5.117 -1.098 3.522
H -6.811 -0.597 3.940
H -5.368 0.574 3.718
H -6.755 0.621 1.699
H -6.879 -1.151 1.729
H -3.857 1.120 -2.197
H -2.951 -0.393 -2.372
H -2.311 0.931 -1.434
C -0.899 0.785 4.502
C -2.332 1.304 4.334
O -3.101 1.016 5.464
C -3.132 1.776 6.539
O -2.601 2.848 6.630
O -3.880 1.185 7.470
C -4.287 1.951 8.585
H -0.469 1.400 5.298
H -0.227 0.887 3.647
H -0.764 -0.266 4.773
H -2.742 0.828 3.443
H -2.143 2.362 4.142
H -5.370 1.806 8.620
H -4.152 3.027 8.470
H -3.840 1.630 9.523
C -1.207 0.907 -7.995
C -1.130 1.159 -6.477
O -1.604 2.461 -6.209
C -1.932 2.791 -4.963
O -1.818 2.046 -4.017
O -2.405 4.007 -4.965
C -3.015 4.567 -3.807
H -1.571 1.828 -8.451
H -1.874 0.085 -8.248
H -0.246 0.659 -8.443
H -0.099 0.992 -6.155
H -1.655 0.352 -5.962
H -2.463 4.178 -2.947
H -4.038 4.207 -3.709
H -2.956 5.649 -3.779
C -5.107 3.852 3.817
C -4.901 3.896 2.302
O -3.994 2.919 1.854
C -2.832 3.254 1.359
O -2.310 4.332 1.322
O -2.180 2.125 0.994
C -0.818 2.290 0.608
H -5.529 2.879 4.074
H -5.782 4.637 4.151
H -4.157 4.016 4.325
H -4.558 4.908 2.065
H -5.832 3.842 1.734
H -0.485 3.317 0.493
H -0.798 1.854 -0.392
H -0.133 1.681 1.195
C 0.895 0.467 -2.444
C 1.027 -1.012 -2.188
O 1.887 -1.328 -1.080
C 1.326 -1.334 0.115
O 0.275 -0.846 0.449
O 2.274 -1.709 0.985
C 2.052 -1.491 2.394
H 1.789 0.830 -2.959
H 0.807 1.176 -1.618
H 0.028 0.693 -3.070
H 1.531 -1.420 -3.063
H 0.090 -1.555 -2.065
H 2.527 -0.519 2.528
H 2.567 -2.217 3.012
H 1.010 -1.348 2.661
C -0.818 -3.439 -4.338
C -2.101 -2.729 -4.746
O -3.225 -3.579 -4.553
C -4.170 -3.620 -5.502
O -4.172 -2.926 -6.485
O -5.047 -4.533 -5.144
C -6.153 -4.693 -6.012
H -0.052 -2.667 -4.447
H -0.535 -4.327 -4.897
H -0.926 -3.699 -3.284
H -2.045 -2.434 -5.795
H -2.208 -1.842 -4.121
H -5.836 -4.986 -7.010
H -6.752 -3.778 -6.024
H -6.902 -5.400 -5.657
*
```

Results
**LUMO energy**: 0.08 eV
**HOMO**: -0.3825 Eh
**Energy above the lowest of the compared OMol25 structures with the same formula, charge and spin**: 0.0 kJ/mol



[2]
ORCA calculation (wB97M-V/def2-TZVPD) on a 9-piece molecular cluster, C46H87F2N14O6S2 overall.

ORCA input file:
```
! RIJCOSX wB97M-V def2-TZVPD def2/J DEFGRID3
* xyz 6 2
C 8.278 -21.270 15.995
C 9.490 -20.503 16.608
N 10.704 -21.241 16.574
C 11.392 -21.724 15.457
C 12.581 -22.300 15.782
N 12.787 -22.252 17.123
C 11.603 -21.652 17.634
C 13.915 -22.824 17.813
H 8.356 -21.423 14.919
H 7.360 -20.688 16.077
H 8.111 -22.266 16.407
H 9.373 -20.311 17.674
H 9.690 -19.560 16.100
H 11.028 -21.576 14.451
H 13.249 -22.823 15.114
H 11.382 -21.659 18.691
H 14.901 -22.381 17.673
H 13.761 -23.873 17.559
H 13.689 -22.736 18.876
C 11.916 -12.609 21.733
C 12.789 -13.453 22.659
N 13.683 -12.589 23.427
C 13.354 -11.704 24.460
C 14.577 -11.086 24.846
N 15.538 -11.495 23.954
C 15.042 -12.457 23.165
C 16.906 -11.093 23.997
H 12.507 -11.995 21.053
H 11.221 -12.046 22.356
H 11.434 -13.228 20.976
H 13.413 -14.148 22.097
H 12.206 -13.880 23.475
H 12.286 -11.647 24.606
H 14.821 -10.429 25.668
H 15.549 -13.045 22.414
H 17.032 -10.319 24.754
H 17.299 -10.689 23.064
H 17.624 -11.776 24.450
C 10.916 -16.516 13.941
C 9.620 -16.516 14.788
N 9.314 -15.188 15.328
C 9.358 -14.817 16.615
C 9.059 -13.443 16.630
N 8.639 -13.023 15.346
C 8.771 -14.161 14.593
C 8.359 -11.680 14.910
H 10.991 -17.451 13.385
H 11.779 -16.465 14.604
H 11.114 -15.695 13.252
H 9.706 -17.176 15.651
H 8.693 -16.803 14.292
H 9.754 -15.523 17.331
H 9.082 -12.739 17.449
H 8.427 -14.275 13.576
H 7.996 -10.962 15.645
H 7.606 -11.732 14.124
H 9.267 -11.208 14.533
C 20.571 -15.317 18.780
C 19.875 -16.151 17.652
N 18.592 -15.756 17.328
C 17.705 -15.072 18.127
C 16.562 -14.788 17.419
N 16.640 -15.584 16.274
C 17.917 -16.112 16.172
C 15.546 -15.677 15.302
H 19.996 -15.356 19.705
H 20.752 -14.280 18.496
H 21.541 -15.693 19.104
H 19.780 -17.186 17.982
H 20.411 -16.069 16.707
H 17.983 -14.691 19.100
H 15.695 -14.218 17.717
H 18.254 -16.827 15.436
H 14.846 -16.393 15.734
H 15.808 -16.244 14.409
H 15.126 -14.683 15.145
C 14.954 -19.977 22.539
C 14.796 -20.537 21.135
N 15.765 -21.594 21.004
C 15.450 -22.977 21.014
C 16.643 -23.740 20.946
N 17.726 -22.831 21.135
C 17.191 -21.549 21.032
C 19.134 -23.254 21.242
H 15.943 -19.521 22.592
H 14.912 -20.696 23.357
H 14.257 -19.172 22.770
H 15.093 -19.820 20.370
H 13.850 -20.967 20.807
H 14.430 -23.333 21.003
H 16.786 -24.810 20.984
H 17.762 -20.639 21.145
H 19.345 -23.573 22.263
H 19.860 -22.465 21.043
H 19.424 -24.105 20.625
C 16.735 -17.160 20.328
C 15.969 -16.171 21.205
N 16.681 -16.097 22.507
C 16.245 -16.616 23.737
C 17.153 -16.147 24.683
N 18.116 -15.328 24.107
C 17.770 -15.349 22.761
C 19.330 -14.792 24.758
H 17.808 -17.025 20.192
H 16.364 -17.062 19.308
H 16.754 -18.235 20.510
H 14.953 -16.487 21.444
H 15.767 -15.175 20.810
H 15.271 -17.075 23.825
H 17.071 -16.184 25.760
H 18.287 -14.825 21.971
H 20.268 -15.115 24.307
H 19.385 -15.147 25.787
H 19.356 -13.708 24.644
C 7.569 -13.892 20.660
C 7.981 -14.978 21.630
C 9.553 -15.360 21.485
N 9.871 -16.635 22.372
C 9.556 -16.287 23.847
C 11.338 -17.049 22.126
C 11.407 -18.568 22.500
C 10.029 -19.133 22.338
C 9.197 -17.955 21.915
H 7.757 -14.317 19.674
H 8.028 -12.930 20.885
H 6.488 -13.751 20.660
H 7.338 -15.850 21.512
H 7.651 -14.661 22.619
H 10.122 -14.609 22.034
H 9.879 -15.595 20.472
H 10.258 -15.527 24.189
H 9.819 -17.256 24.271
H 8.504 -16.081 24.044
H 12.105 -16.521 22.694
H 11.590 -16.829 21.088
H 11.752 -18.697 23.526
H 12.120 -19.074 21.849
H 9.639 -19.584 23.250
H 9.966 -19.935 21.602
H 8.152 -17.970 22.222
H 9.298 -17.878 20.833
N 11.355 -16.475 18.789
S 12.051 -18.004 18.534
O 13.120 -18.300 19.503
O 12.161 -18.554 17.190
F 10.842 -18.867 19.177
S 12.512 -15.680 18.342
O 12.932 -15.712 16.885
O 13.559 -15.489 19.315
F 11.740 -14.262 18.321
C 14.054 -18.725 14.503
C 13.854 -18.362 13.077
O 13.242 -19.166 12.345
O 14.511 -17.437 12.548
H 14.099 -19.800 14.674
H 13.310 -18.350 15.205
H 15.055 -18.450 14.836
*
```

Results
**LUMO energy (spin up / spin down)**: -12.09 / -13.21 eV
**HOMO (spin up / spin down)**: -0.7594 / -0.7594 Eh



[3]
ORCA calculation (wB97M-V/def2-TZVPD) on a 10-piece molecular cluster, C46H89N3O20S2 overall.

ORCA input file:
```
! RIJCOSX wB97M-V def2-TZVPD def2/J DEFGRID3
* xyz 0 1
C 33.777 39.300 -31.186
C 32.923 38.255 -30.290
C 32.000 37.311 -31.120
C 32.691 36.122 -31.717
C 33.510 35.454 -30.630
C 34.542 36.300 -29.744
N 33.778 37.545 -29.329
O 34.529 38.369 -28.474
C 34.922 35.436 -28.534
C 35.702 36.536 -30.603
C 31.908 39.017 -29.347
H 33.053 40.027 -31.554
H 34.233 38.872 -32.078
H 34.583 39.798 -30.648
H 31.184 36.924 -30.510
H 31.533 37.931 -31.885
H 33.223 36.409 -32.624
H 31.925 35.477 -32.146
H 34.048 34.733 -31.245
H 32.834 34.873 -30.003
H 34.019 35.195 -27.974
H 35.199 34.446 -28.899
H 35.628 35.922 -27.861
H 36.283 35.647 -30.849
H 35.447 37.022 -31.545
H 36.333 37.247 -30.069
H 32.371 39.691 -28.627
H 31.241 38.315 -28.845
H 31.250 39.673 -29.917
H 33.987 38.405 -27.682
C 23.149 36.325 -28.770
C 22.202 35.360 -29.588
C 20.678 35.767 -29.550
C 20.171 36.748 -30.640
C 20.792 36.431 -32.006
C 22.324 36.118 -31.999
N 22.650 35.179 -30.999
O 24.040 34.917 -31.040
C 22.696 35.541 -33.363
C 23.053 37.435 -31.930
C 22.264 33.920 -28.998
H 23.031 36.132 -27.704
H 22.959 37.370 -29.015
H 24.207 36.155 -28.971
H 20.116 34.868 -29.802
H 20.356 36.188 -28.598
H 20.387 37.753 -30.277
H 19.092 36.656 -30.763
H 20.604 37.308 -32.627
H 20.310 35.621 -32.552
H 22.139 34.640 -33.619
H 22.511 36.222 -34.194
H 23.745 35.246 -33.358
H 24.128 37.266 -31.988
H 22.719 38.159 -32.673
H 22.904 38.038 -31.034
H 23.278 33.522 -28.980
H 21.681 33.192 -29.563
H 21.952 33.747 -27.967
H 24.016 33.963 -31.141
C 33.668 24.159 -35.546
C 34.565 22.895 -35.885
C 34.505 22.907 -37.458
C 35.488 21.971 -38.075
C 36.902 22.286 -37.663
C 37.128 22.328 -36.036
N 35.998 23.044 -35.339
O 36.021 23.071 -34.019
C 37.372 20.893 -35.560
C 38.425 23.166 -35.864
C 33.683 21.716 -35.359
H 33.706 24.428 -34.490
H 32.616 23.967 -35.757
H 34.035 25.082 -35.995
H 33.514 22.728 -37.876
H 34.820 23.903 -37.766
H 35.359 21.896 -39.155
H 35.230 20.978 -37.707
H 37.223 23.203 -38.156
H 37.437 21.397 -37.997
H 37.493 21.000 -34.482
H 36.467 20.290 -35.629
H 38.208 20.397 -36.053
H 38.494 23.544 -34.844
H 39.320 22.636 -36.190
H 38.375 24.001 -36.563
H 32.670 21.781 -35.756
H 33.706 21.826 -34.275
H 34.117 20.724 -35.486
H 36.146 23.998 -33.803
C 23.996 27.482 -35.541
S 24.512 29.286 -35.357
O 25.042 29.597 -33.961
C 25.978 29.153 -36.371
H 23.839 27.204 -36.583
H 23.196 27.128 -34.892
H 24.889 26.958 -35.201
H 25.967 28.513 -37.253
H 26.764 28.723 -35.750
H 26.353 30.119 -36.709
C 27.812 22.976 -21.959
S 27.192 23.494 -23.629
O 25.840 22.849 -23.728
C 27.202 25.333 -23.566
H 27.169 23.196 -21.107
H 28.788 23.443 -21.827
H 27.993 21.907 -22.064
H 28.208 25.752 -23.544
H 26.676 25.735 -22.700
H 26.679 25.642 -24.471
C 38.191 28.729 -25.745
C 37.935 29.528 -24.463
O 38.172 28.544 -23.445
C 38.286 27.265 -23.986
O 38.493 26.233 -23.297
O 38.133 27.338 -25.301
H 39.090 29.109 -26.230
H 37.425 29.036 -26.457
H 36.924 29.917 -24.344
H 38.632 30.366 -24.434
C 28.574 33.984 -24.178
C 27.832 35.145 -23.375
O 26.714 34.590 -22.824
C 26.737 33.294 -22.974
O 25.880 32.559 -22.500
O 27.815 32.916 -23.711
H 29.622 34.002 -23.877
H 28.426 34.098 -25.251
H 27.603 35.964 -24.058
H 28.531 35.495 -22.615
C 34.168 20.221 -28.075
C 33.309 21.330 -27.467
O 32.425 20.646 -26.663
C 32.455 19.338 -26.921
O 31.693 18.539 -26.412
O 33.424 19.099 -27.771
H 35.079 20.222 -27.476
H 34.547 20.341 -29.090
H 32.807 21.876 -28.265
H 33.957 22.086 -27.022
C 20.264 25.088 -28.052
C 20.960 23.968 -27.387
O 21.768 23.517 -28.373
C 21.983 24.354 -29.341
O 22.902 24.407 -30.151
O 21.132 25.399 -29.143
H 20.016 25.852 -27.316
H 19.291 24.732 -28.392
H 20.308 23.205 -26.961
H 21.595 24.423 -26.626
C 28.679 28.033 -29.619
C 28.731 29.438 -29.134
O 29.794 29.405 -28.100
C 30.535 28.310 -28.126
O 31.484 28.070 -27.414
O 29.946 27.499 -29.056
H 28.755 27.973 -30.705
H 27.796 27.523 -29.234
H 27.839 29.793 -28.617
H 28.964 30.093 -29.973
*
```

Results
**LUMO energy**: -0.04 eV
**HOMO**: -0.3058 Eh



Number 1: E -128851.7362 eV, maximum force 2.93 eV/A. Number 2: E -109297.3926 eV, maximum force 11.32 eV/A. Number 3: E -116225.3925 eV, maximum force 6.23 eV/A.